(1)
The following is a quantum chemistry calculation of C5H9NO in the gas phase, from the OMol25 dataset.

Output
structure (SMILES) = CC(=O)[C@@H]1CN1C
HOMO energy = -9.38 eV
relative energy (zero: lowest compared OMol25 entry of this formula, charge and spin) = 192.99 kJ/mol
E_tot = -8867.2124 eV

The geometry in ORCA input format:
```
! wB97M-V def2-TZVPD RIJCOSX def2/J DEFGRID3
* xyz 0 1
C 1.91049 0.71186 -0.90263
C 0.48414 1.17876 -1.03112
O 0.16704 2.14061 -1.70263
C -0.56734 0.41324 -0.27828
C -0.57096 0.42733 1.21223
N -0.20135 -0.76554 0.48800
C -1.18959 -1.83547 0.47437
H 2.22693 0.33506 -1.87989
H 2.55233 1.56020 -0.65844
H 2.01795 -0.08780 -0.16850
H -1.54873 0.43554 -0.75502
H -1.53961 0.44772 1.70853
H 0.22131 0.95325 1.73843
H -1.14558 -2.40424 1.41012
H -0.96416 -2.50950 -0.35736
H -2.21766 -1.45782 0.34648
*
```


(2)
The following is a quantum chemistry calculation of a 5-piece molecular cluster, C10H18N4OS overall in a non-equilibrium geometry, from the OMol25 dataset.

Output
HOMO energy = -9.04 eV
relative energy (zero: lowest compared OMol25 entry of this formula, charge and spin) = 0.00 kJ/mol
E_tot = -29502.3990 eV

The geometry in ORCA input format:
```
! wB97M-V def2-TZVPD RIJCOSX def2/J DEFGRID3
* xyz 0 1
C -1.77004 2.30287 5.55622
C -2.49214 1.94103 4.32852
N -3.04696 1.64349 3.31320
H -0.82567 2.84040 5.47059
H -1.65118 1.42673 6.19368
H -2.38959 2.97356 6.15157
C 0.51118 3.59802 1.36881
C -0.06935 4.84111 0.87216
N -0.60546 5.81626 0.53481
H -0.08957 3.23816 2.20412
H 1.51055 3.89122 1.69035
H 0.50465 2.85553 0.57084
C -0.63441 0.58927 -3.01973
C -1.14460 1.55600 -2.03984
N -1.58178 2.29133 -1.27514
H 0.11683 0.02079 -2.47150
H -0.29623 0.94007 -3.99476
H -1.45291 -0.10977 -3.19154
C -1.33683 0.14305 1.38391
C -0.54077 -0.61028 0.38826
N 0.06759 -1.20683 -0.38316
H -0.71942 0.89828 1.87026
H -1.73307 -0.51173 2.16002
H -2.07512 0.65096 0.76338
C 2.57451 -5.41814 -2.44915
S 2.49885 -4.33211 -3.92841
O 1.25128 -4.72117 -4.71895
C 2.02707 -2.91077 -2.88338
H 2.86875 -6.40389 -2.80946
H 1.56797 -5.44857 -2.03196
H 3.29132 -4.99421 -1.74590
H 1.06195 -3.06919 -2.40217
H 1.88474 -1.97262 -3.41976
H 2.71785 -2.74884 -2.05591
*
```


(3)
The following is a quantum chemistry calculation of C34H30Cl2N9O6STi as an isolated structure in a non-equilibrium geometry, from the OMol25 dataset.

Output
HOMO energy (alpha / beta) = -6.94 / -7.42 eV
relative energy (zero: lowest compared OMol25 entry of this formula, charge and spin) = 140.74 kJ/mol
E_tot = -120438.0329 eV

The geometry in ORCA input format:
```
! wB97M-V def2-TZVPD RIJCOSX def2/J DEFGRID3
* xyz 0 2
Ti -1.27480 -0.38074 1.38634
O -4.22920 -2.41650 -1.23941
C -3.85448 -3.67323 -0.95271
C -4.53511 -4.69612 -1.62161
C -4.19042 -6.01373 -1.41860
C -3.15608 -6.35485 -0.54706
C -2.49849 -5.35140 0.12940
C -2.83717 -4.00351 -0.04512
C -2.12767 -2.98398 0.74346
O -2.37298 -1.73338 0.45704
N -1.32416 -3.31928 1.72093
N -0.86597 -2.14158 2.27635
C -0.09882 -2.17528 3.32651
C 0.19685 -0.88992 3.90490
C 1.00956 -0.70012 5.02901
C 1.18590 0.57130 5.51791
C 0.53757 1.64161 4.89943
C -0.24976 1.38253 3.80082
N -0.41178 0.15270 3.30766
H -3.61004 -1.81388 -0.78313
H -5.32708 -4.41489 -2.30107
H -4.73124 -6.79137 -1.94331
H -2.87748 -7.38813 -0.39718
H -1.70632 -5.58544 0.82778
H 0.23198 -3.11364 3.75520
H 1.48585 -1.55262 5.49204
H 1.82248 0.74112 6.37563
H 0.64710 2.65402 5.25780
H -0.77211 2.17616 3.27842
N 0.67516 -2.41505 -0.74349
N 0.34113 -2.89416 -2.00921
C -0.45297 -2.15420 -2.83133
N -0.65258 -2.72986 -4.04962
S -1.06553 -0.67452 -2.42674
H 1.52300 -1.85856 -0.75794
H 0.73267 -3.18273 -0.08955
H 0.92406 -3.60589 -2.42405
H -0.59671 -3.73381 -4.12350
H -1.35857 -2.28303 -4.60937
O -3.00133 0.10271 2.45101
N -3.80868 0.94962 1.94247
N -3.34743 1.48918 0.89381
O -2.14369 1.17917 0.44169
C -4.08506 2.48662 0.17914
C -3.94288 2.51082 -1.19952
C -4.64607 3.47069 -1.91028
C -5.46295 4.37664 -1.24720
C -5.58083 4.33100 0.13471
C -4.88339 3.38144 0.86776
H -3.29859 1.79596 -1.69101
H -4.55553 3.50526 -2.98756
H -6.00869 5.12311 -1.80816
H -6.21029 5.04493 0.64854
H -4.96062 3.33545 1.94396
Cl 6.22767 3.37001 1.47680
C 6.40853 1.98690 0.44257
C 7.65532 1.39525 0.34794
C 7.82539 0.29518 -0.47780
C 6.74084 -0.22588 -1.16185
C 5.49294 0.36277 -1.02713
Cl 4.14450 -0.42887 -1.78172
C 5.29494 1.51410 -0.25950
N 4.06238 2.15413 -0.12878
C 3.20876 2.42788 -1.19311
C 3.72206 2.68089 -2.46364
C 2.87510 2.93280 -3.52723
C 1.50100 2.95353 -3.34019
C 0.99652 2.74612 -2.06688
C 1.82604 2.49889 -0.97980
C 1.20466 2.34440 0.39009
C 1.41775 0.96687 0.99078
O 2.40190 0.67050 1.64415
O 0.45278 0.11482 0.75536
H 8.47926 1.80978 0.91027
H 8.79835 -0.16605 -0.57437
H 6.83608 -1.10801 -1.77848
H 3.64378 2.05916 0.78718
H 4.79469 2.66387 -2.61188
H 3.29562 3.11680 -4.50751
H 0.83138 3.13131 -4.17012
H -0.07448 2.76255 -1.90214
H 0.13476 2.51562 0.27503
H 1.60171 3.07806 1.09994
*
```